[1]
Molecular formula: C8H18SSi
Method: DFT, the ωB97M-V functional and the def2-TZVPD basis

Bonds (Å) are listed after each position.
Geometry (Å):
1 C 0.77148 3.14063 -0.68220  C2 1.324, H11 1.073, H12 1.124
2 C -0.25522 2.66846 0.00734  C1 1.324, C7 1.552, H13 1.090
3 C 0.14234 -2.75958 -0.23540  Si9 1.799, H14 1.088, H15 1.136, H16 1.138
4 C 2.37927 -1.17625 1.03272  Si9 1.928, H17 1.067, H18 1.127, H19 1.130
5 C 1.34421 -0.39760 -1.88879  Si9 1.957, H20 1.071, H21 1.098, H22 1.073
6 C -3.45614 -0.11759 0.29541  S10 1.880, H23 1.050, H24 1.036, H25 1.183
7 C -0.19879 1.57399 1.10568  C2 1.552, C8 1.812, H26 1.128, H27 1.106
8 C -0.55825 -0.10291 0.51968  C7 1.812, Si9 1.846, S10 1.795, H28 1.043
9 Si 0.84627 -1.10722 -0.13374  C3 1.799, C4 1.928, C5 1.957, C8 1.846
10 S -1.86728 -0.09122 -0.70867  C6 1.880, C8 1.795
11 H 0.50278 3.85730 -1.43361  C1 1.073
12 H 1.84694 2.90476 -0.45552  C1 1.124
13 H -1.24501 2.74411 -0.44209  C2 1.090
14 H 0.65985 -3.58479 -0.71904  C3 1.088
15 H -0.12561 -2.95617 0.85064  C3 1.136
16 H -0.90486 -2.63582 -0.66267  C3 1.138
17 H 3.18088 -1.51406 0.41491  C4 1.067
18 H 2.70425 -0.13556 1.31639  C4 1.127
19 H 2.21550 -1.72227 2.00808  C4 1.130
20 H 1.47463 0.66262 -1.96559  C5 1.071
21 H 2.30086 -0.79206 -2.25554  C5 1.098
22 H 0.55105 -0.74230 -2.52376  C5 1.073
23 H -3.88954 -1.07048 0.21551  C6 1.050
24 H -3.98959 0.65439 -0.14376  C6 1.036
25 H -3.32337 -0.08432 1.46997  C6 1.183
26 H -1.02305 1.71395 1.86313  C7 1.128
27 H 0.74684 1.46576 1.66814  C7 1.106
28 H -0.83041 -0.39578 1.48277  C8 1.043

The calculation puts the total energy at -27299.16574 eV. For the relative energy (zero: lowest compared OMol25 entry of this formula, charge and spin), the calculation gives 88.8 kJ/mol. The frontier orbital gap comes out at 9.01 eV. The structure (SMILES) is C=CC[C@@H](SC)[Si](C)(C)C. As for the spin multiplicity: 1.

[2]
Molecular formula: C19H18FN5OS
Method: DFT, the ωB97M-V functional and the def2-TZVPD basis

Bonds (Å) are listed after each position.
Geometry (Å):
1 F 0.62169 -3.11454 -8.30194  C18 1.367
2 N -0.85670 -1.29135 1.54129  N4 1.412, C7 1.252
3 N 0.99532 -1.70752 -3.68424  C8 1.342, C19 1.368
4 N -0.72561 -1.23900 2.94587  N2 1.412, C9 1.292
5 O -1.24082 -1.62290 -3.41647  C8 1.305, C20 1.342
6 S -0.68083 0.16306 -0.66958  C7 1.760, C24 1.800
7 C -0.56859 -0.17500 1.05387  N2 1.252, S6 1.760, N23 1.397
8 C -0.05856 -1.54270 -2.86949  N3 1.342, O5 1.305, C24 1.590
9 C -0.20510 -0.08989 3.22638  N4 1.292, N23 1.408, C25 1.529
10 C 2.80779 4.62439 4.95980  C11 1.407, C12 1.397, H28 1.114
11 C 3.09577 3.28686 5.28815  C10 1.407, C16 1.357, H29 1.141
12 C 1.45050 4.89773 4.76994  C10 1.397, C17 1.369, H30 1.057
13 C -1.29511 -2.69307 -6.91376  C15 1.408, C18 1.405, H31 1.023
14 C 0.94188 -2.23425 -6.13084  C18 1.377, C19 1.368, H32 1.064
15 C -1.82925 -2.24004 -5.69235  C13 1.408, C20 1.343, H33 1.044
16 C 2.17540 2.29288 5.35924  C11 1.357, C21 1.423, H34 1.090
17 C 0.48463 3.93172 4.85238  C12 1.369, C21 1.418, H35 1.102
18 C 0.09159 -2.64688 -7.13235  F1 1.367, C13 1.405, C14 1.377
19 C 0.41687 -1.95798 -4.89871  N3 1.368, C14 1.368, C20 1.416
20 C -0.98197 -1.99177 -4.68010  O5 1.342, C15 1.343, C19 1.416
21 C 0.80294 2.57332 5.10752  C16 1.423, C17 1.418, N22 1.402
22 N -0.21802 1.61444 5.03881  C21 1.402, C25 1.493, H36 1.077
23 N -0.13132 0.69214 2.05830  C7 1.397, C9 1.408, C27 1.487
24 C 0.20933 -1.25564 -1.32858  S6 1.800, C8 1.590, H37 1.095, H38 1.063
25 C 0.18791 0.22610 4.67020  C9 1.529, N22 1.493, H39 1.059, H40 1.103
26 C 1.92343 2.01079 1.32964  C27 1.543, H41 1.074, H42 1.061, H43 1.111
27 C 0.44920 2.03341 1.78407  N23 1.487, C26 1.543, H44 1.025, H45 1.083
28 H 3.61280 5.38595 4.84161  C10 1.114
29 H 4.21238 3.11253 5.44509  C11 1.141
30 H 1.14735 5.85562 4.44310  C12 1.057
31 H -1.97725 -2.99383 -7.61476  C13 1.023
32 H 1.97558 -2.16716 -6.37385  C14 1.064
33 H -2.86908 -2.24868 -5.59878  C15 1.044
34 H 2.59463 1.29532 5.49201  C16 1.090
35 H -0.58288 3.96129 4.57917  C17 1.102
36 H -1.26032 1.88250 4.99688  N22 1.077
37 H -0.06684 -2.18944 -0.82830  C24 1.095
38 H 1.26399 -1.15015 -1.24541  C24 1.063
39 H -0.35703 -0.43744 5.28954  C25 1.059
40 H 1.23718 -0.09603 4.77695  C25 1.103
41 H 2.20026 2.90890 0.81019  C26 1.074
42 H 2.46872 1.78710 2.21168  C26 1.061
43 H 2.07886 1.14084 0.65604  C26 1.111
44 H -0.14322 2.47003 1.06996  C27 1.025
45 H 0.41548 2.75132 2.59480  C27 1.083

The calculation puts the total energy at -43043.55952 eV. For the relative energy (zero: lowest compared OMol25 entry of this formula, charge and spin), the calculation gives 0.0 kJ/mol. The frontier orbital gap comes out at 8.69 eV. The structure (SMILES) is CCn1c(CNc2ccccc2)nnc1SCc1nc2cc(F)ccc2o1. As for the spin multiplicity: 1.

[3]
Molecular formula: C32H70N3O10P2S4
Method: DFT, the ωB97M-V functional and the def2-TZVPD basis

Bonds (Å) are listed after each position.
Geometry (Å):
1 C -3.29000 -0.68200 -6.94476  C2 1.552, H36 1.098, H37 1.092, H38 1.097
2 C -2.35224 -1.83553 -6.50057  C1 1.552, C3 1.533, H39 1.096, H40 1.094
3 C -3.20475 -3.03354 -6.06757  C2 1.533, C4 1.548, H41 1.099, H42 1.097
4 C -2.40597 -4.12829 -5.32020  C3 1.548, C5 1.552, H43 1.099, H44 1.095
5 C -2.10565 -3.75804 -3.84305  C4 1.552, C6 1.557, H45 1.093, H46 1.097
6 C -2.48360 -4.89070 -2.84309  C5 1.557, C7 1.560, H47 1.093, H48 1.096
7 C -1.72366 -4.62320 -1.50746  C6 1.560, C8 1.533, H49 1.096, H50 1.093
8 C -2.44253 -3.47906 -0.78334  C7 1.533, N9 1.487, H51 1.096, H52 1.092
9 N -1.68824 -2.83491 0.32434  C8 1.487, C10 1.474, C18 1.379
10 C -1.70863 -3.58923 1.59104  N9 1.474, C11 1.557, H53 1.095, H54 1.095
11 C -1.33609 -2.62488 2.75498  C10 1.557, C12 1.538, H55 1.098, H56 1.094
12 C -2.13864 -2.89228 4.03972  C11 1.538, C13 1.572, H57 1.095, H58 1.094
13 C -1.43089 -2.21490 5.26867  C12 1.572, C14 1.544, H59 1.093, H60 1.097
14 C -2.26463 -1.09510 5.92840  C13 1.544, C15 1.541, H61 1.098, H62 1.095
15 C -1.47254 0.21756 6.08607  C14 1.541, C16 1.545, H63 1.105, H64 1.103
16 C -2.35562 1.38208 6.58741  C15 1.545, C17 1.549, H65 1.095, H66 1.099
17 C -1.60733 2.73424 6.69262  C16 1.549, H67 1.095, H68 1.098, H69 1.096
18 C -0.42790 -2.42328 -0.05609  N9 1.379, S19 1.635, S20 1.827
19 S 1.00677 -3.09070 0.35476  C18 1.635
20 S -0.38727 -0.97962 -1.17561  C18 1.827, C21 1.817
21 C -0.57466 0.34424 0.05510  S20 1.817, C22 1.536, H70 1.098, H71 1.096
22 C -0.35389 1.73926 -0.54857  C21 1.536, C23 1.539, H72 1.094, H73 1.096
23 C 0.95035 1.89977 -1.34988  C22 1.539, N24 1.501, H74 1.095, H75 1.095
24 N 2.14390 2.39195 -0.58519  C23 1.501, C25 1.526, N29 1.445, S32 1.823
25 C 2.31826 1.73249 0.77959  N24 1.526, C26 1.548, H76 1.097, H77 1.088
26 C 2.66875 0.22822 0.67985  C25 1.548, C27 1.557, H78 1.097, H79 1.093
27 C 4.17567 -0.09126 0.90712  C26 1.557, C28 1.555, H80 1.094, H81 1.091
28 C 4.75845 -0.78581 -0.35678  C27 1.555, H82 1.096, H83 1.093, H84 1.095
29 N 3.39629 2.09775 -1.24337  N24 1.445, C30 1.252
30 C 3.47492 2.47591 -2.43469  N29 1.252, S31 1.550
31 S 3.74307 3.15255 -3.80361  C30 1.550
32 S 2.12877 4.19841 -0.33843  N24 1.823, C33 1.804, O34 1.441, O35 1.446
33 C 1.20897 4.66632 1.14150  S32 1.804, H85 1.090, H86 1.093, H87 1.092
34 O 3.48297 4.66098 -0.17311  S32 1.441
35 O 1.49016 4.81363 -1.48035  S32 1.446
36 H -3.94150 -0.37677 -6.11560  C1 1.098
37 H -2.73661 0.19032 -7.30017  C1 1.092
38 H -3.96019 -1.06197 -7.72550  C1 1.097
39 H -1.71699 -1.44153 -5.69928  C2 1.096
40 H -1.76707 -2.09804 -7.38726  C2 1.094
41 H -4.02965 -2.71081 -5.41684  C3 1.099
42 H -3.65933 -3.47483 -6.96319  C3 1.097
43 H -1.44254 -4.20775 -5.84218  C4 1.099
44 H -2.94133 -5.07738 -5.42426  C4 1.095
45 H -1.04221 -3.51852 -3.76185  C5 1.093
46 H -2.74345 -2.89791 -3.60621  C5 1.097
47 H -2.21276 -5.87004 -3.24657  C6 1.093
48 H -3.56880 -4.83297 -2.69989  C6 1.096
49 H -1.69347 -5.53734 -0.90432  C7 1.096
50 H -0.69560 -4.39260 -1.79989  C7 1.093
51 H -3.34159 -3.90779 -0.32675  C8 1.096
52 H -2.79045 -2.68978 -1.45370  C8 1.092
53 H -1.05415 -4.46733 1.59447  C10 1.095
54 H -2.73943 -3.91905 1.75473  C10 1.095
55 H -1.60325 -1.61393 2.42150  C11 1.098
56 H -0.25985 -2.70202 2.93348  C11 1.094
57 H -3.13582 -2.45194 3.93214  C12 1.095
58 H -2.24268 -3.95719 4.26897  C12 1.094
59 H -1.16888 -3.00571 5.97671  C13 1.093
60 H -0.49773 -1.77597 4.89524  C13 1.097
61 H -2.53649 -1.40337 6.94614  C14 1.098
62 H -3.18518 -0.87075 5.37927  C14 1.095
63 H -0.60575 0.08622 6.75795  C15 1.105
64 H -1.06568 0.51710 5.10585  C15 1.103
65 H -2.81232 1.17056 7.55968  C16 1.095
66 H -3.16316 1.50027 5.85206  C16 1.099
67 H -2.28328 3.52050 7.04419  C17 1.095
68 H -0.78100 2.65150 7.41140  C17 1.098
69 H -1.19257 3.06867 5.73465  C17 1.096
70 H -1.61098 0.31348 0.41538  C21 1.098
71 H 0.03052 0.18711 0.95550  C21 1.096
72 H -0.49700 2.48064 0.24358  C22 1.094
73 H -1.16904 1.91478 -1.26008  C22 1.096
74 H 0.72435 2.55836 -2.19451  C23 1.095
75 H 1.25794 0.95180 -1.80316  C23 1.095
76 H 3.20740 2.22657 1.19152  C25 1.097
77 H 1.49589 1.96200 1.45432  C25 1.088
78 H 2.10782 -0.25846 1.48705  C26 1.097
79 H 2.30508 -0.23660 -0.23984  C26 1.093
80 H 4.75648 0.82074 1.07126  C27 1.094
81 H 4.29031 -0.77923 1.74562  C27 1.091
82 H 5.57457 -1.46611 -0.08833  C28 1.096
83 H 5.18017 -0.06672 -1.06374  C28 1.093
84 H 4.00464 -1.40106 -0.85817  C28 1.095
85 H 0.57019 3.88996 1.56270  C33 1.090
86 H 0.57261 5.51522 0.87664  C33 1.093
87 H 1.93882 5.02621 1.87003  C33 1.092
88 C 2.88438 3.17758 10.79207  O89 1.441, H96 1.088, H97 1.094, H98 1.091
89 O 2.18275 1.91965 10.81624  C88 1.441, P90 1.706
90 P 2.19851 0.95243 9.41128  O89 1.706, O91 1.512, O92 1.634, O94 1.675
91 O 1.07776 0.10465 9.96863  P90 1.512
92 O 3.67613 0.35462 9.77231  P90 1.634, C93 1.426
93 C 3.95349 -0.07672 11.10313  O92 1.426, H99 1.090, H100 1.091, H101 1.089
94 O 2.20806 0.15632 7.93803  P90 1.675, C95 1.433
95 C 2.01777 -1.26257 8.00995  O94 1.433, H102 1.088, H103 1.089, H104 1.091
96 H 2.89998 3.57278 11.80558  C88 1.088
97 H 3.91549 3.04686 10.45017  C88 1.094
98 H 2.37125 3.89043 10.14533  C88 1.091
99 H 3.04568 -0.37991 11.62444  C93 1.090
100 H 4.45124 0.71703 11.66129  C93 1.091
101 H 4.63122 -0.92623 11.03286  C93 1.089
102 H 0.96907 -1.49638 8.17959  C95 1.088
103 H 2.63256 -1.71717 8.78523  C95 1.089
104 H 2.31060 -1.67490 7.04304  C95 1.091
105 C -0.84228 4.80491 -9.12030  O106 1.441, H113 1.088, H114 1.094, H115 1.091
106 O -0.41298 3.43114 -9.04375  C105 1.441, P107 1.700
107 P -1.04627 2.33396 -10.17746  O106 1.700, O108 1.506, O109 1.633, O111 1.665
108 O -0.61584 1.11058 -9.41201  P107 1.506
109 O 0.00516 2.82778 -11.32581  P107 1.633, C110 1.424
110 C 1.39335 2.90986 -11.01992  O109 1.424, H116 1.090, H117 1.091, H118 1.089
111 O -1.99098 1.60179 -11.33702  P107 1.665, C112 1.424
112 C -1.49959 0.37601 -11.86852  O111 1.424, H119 1.088, H120 1.089, H121 1.090
113 H -0.22772 5.38800 -8.43725  C105 1.088
114 H -0.71486 5.20096 -10.13169  C105 1.094
115 H -1.88659 4.89800 -8.82014  C105 1.091
116 H 1.66949 2.22544 -10.21756  C110 1.090
117 H 1.65875 3.93098 -10.74134  C110 1.091
118 H 1.94084 2.64593 -11.92341  C110 1.089
119 H -1.66235 -0.43532 -11.16280  C112 1.088
120 H -0.44269 0.44889 -12.12226  C112 1.089
121 H -2.07291 0.17900 -12.77409  C112 1.090

The calculation puts the total energy at -121169.51689 eV. As for the net charge: +1. The frontier orbital gap comes out at 6.57 eV. As for the spin multiplicity: 1.